Record 1
Below is a molecular structure, C3H2O4 at a distorted geometry, with properties calculated with ωB97M-V/def2-TZVPD.

Structure (ORCA input):
```
! RIJCOSX wB97M-V def2-TZVPD def2/J DEFGRID3
* xyz 0 1
C -0.2923 0.6817 -0.2258
H -0.0995 1.7231 -0.4326
O -0.5786 -1.6057 0.4232
C 0.6996 -0.3452 -0.1758
H 2.0338 0.7950 0.5204
C -1.5298 0.2058 0.0524
O 1.9484 -0.1030 0.1681
O -2.6605 0.2037 0.2999
O 0.4789 -1.5554 -0.6297
*
```

Summary:
Frontier orbital gap ... 9.9 eV


Record 2
Below is a molecular structure, C3H2O4Sn at a distorted geometry, with properties calculated with ωB97M-V/def2-TZVPD.

Structure (ORCA input):
```
! RIJCOSX wB97M-V def2-TZVPD def2/J DEFGRID3
* xyz 2 1
C -0.9075 1.4424 -1.6346
H 1.2275 0.6861 0.3841
C 1.0642 -1.3182 -0.7062
O -0.7031 0.4930 1.9009
O 2.1731 -1.3509 -1.1566
O -0.2896 -0.5078 1.0740
O -1.4553 1.4564 -0.6360
H 0.2538 -2.0295 -0.9542
Sn -2.1310 1.4650 1.2739
C 0.7679 -0.3366 0.4547
*
```

Summary:
Frontier orbital gap ... 8.2 eV


Energy relative to the best compared isomer or geometry (same formula, charge and spin) in kJ/mol, matching the order above: 484.28, 581.69
LUMO in eV, matching the order above: 0.157, -11.652